C27H42N2O2RuSSi as an isolated structure at a distorted geometry. Source: the Open Molecules 2025 dataset; level of theory: the ωB97M-V functional and the def2-TZVPD basis.

XYZ file:
```
76
Properties=species:S:1:pos:R:3:forces:R:3:mulliken_charge:R:1
Ru 0.48699 -0.07761 0.17108 0.956 0.182 -0.848 -0.192
S -0.17645 3.32531 3.12507 -0.005 0.025 0.025 -0.328
C -1.09166 3.84041 1.74698 -0.004 0.025 -0.016 0.625
C -1.89464 4.97005 1.61425 0.001 -0.014 0.009 -0.640
C -2.49477 5.19826 0.39294 0.002 0.005 0.010 -0.579
C -2.28622 4.32503 -0.68104 -0.008 0.004 -0.010 -0.568
C -1.48906 3.20658 -0.54599 -0.022 -0.043 0.002 0.303
C -0.89516 2.94851 0.68932 0.097 0.086 -0.066 -0.840
N -0.05697 1.87867 0.99889 -0.210 0.097 0.308 0.109
C 0.38814 1.97626 2.23106 0.030 -0.071 -0.024 0.783
C 1.32211 0.97441 2.74025 -0.057 0.015 -0.089 0.911
C 1.97447 1.12018 3.95858 0.061 -0.030 0.023 -0.984
C 2.91785 0.18244 4.34815 0.003 0.022 0.029 -0.884
C 3.21168 -0.87470 3.50009 -0.011 -0.011 -0.003 -1.125
C 2.53701 -1.01966 2.29089 0.056 0.030 -0.036 0.224
C 1.55918 -0.11426 1.87279 -0.356 -0.312 0.284 -0.053
H -2.03721 5.65195 2.44149 0.004 0.007 -0.007 0.435
H -3.11785 6.07175 0.26019 -0.003 -0.004 -0.003 0.426
H -2.74358 4.54343 -1.63709 0.000 0.000 0.003 0.457
H -1.29592 2.54819 -1.37889 0.010 -0.002 0.016 0.358
H 1.77143 1.97020 4.59964 -0.018 0.007 -0.014 0.444
H 3.43876 0.29241 5.28920 -0.001 0.001 -0.002 0.433
H 3.97909 -1.58684 3.78011 0.013 0.006 -0.010 0.512
H 2.81726 -1.84310 1.64439 -0.026 -0.028 0.031 0.670
C 3.38104 -1.81686 -0.93311 -0.058 -0.128 0.033 -1.510
Si 1.50283 -1.88259 -0.84542 -0.117 0.619 -0.089 0.470
C 0.92995 -3.10638 -2.17991 0.000 -0.180 0.264 2.296
C 1.62697 -4.45958 -1.96730 -0.001 -0.030 -0.025 -1.639
C -0.58963 -3.28514 -2.10207 -0.032 0.004 -0.041 -1.256
C 1.31734 -2.57423 -3.56825 -0.014 0.023 0.005 -1.876
C 0.26010 -3.94681 2.35439 -0.079 -0.138 0.141 1.234
C -0.25862 -2.82755 3.12263 0.084 0.047 0.030 -0.701
C -0.64890 -4.68325 1.47561 0.064 0.075 0.071 -0.888
C 1.59959 -4.46247 2.59861 -0.029 0.093 -0.086 -1.249
H 3.84481 -2.67797 -0.43825 -0.037 -0.018 -0.012 0.388
H 3.77464 -0.92472 -0.44520 -0.013 0.004 -0.014 0.433
H 3.72552 -1.83971 -1.96855 0.021 0.009 -0.023 0.463
H 1.34161 -4.93152 -1.02053 0.031 0.025 0.011 0.196
H 2.71456 -4.37254 -1.98694 -0.012 0.001 -0.010 0.386
H 1.34389 -5.15500 -2.76263 -0.022 -0.001 0.008 0.487
H -0.88676 -3.81662 -1.19342 0.018 0.043 -0.011 -0.059
H -0.95334 -3.87185 -2.95083 0.014 -0.005 0.001 0.572
H -1.10568 -2.32234 -2.10642 -0.009 0.016 -0.025 -0.125
H 2.39578 -2.48561 -3.69683 0.018 0.012 0.019 0.400
H 0.85950 -1.60939 -3.78632 -0.003 0.049 0.016 0.248
H 0.95987 -3.27681 -4.32710 0.002 0.002 0.000 0.476
H -0.49927 -2.02523 2.40251 0.029 -0.048 -0.061 -0.232
H 0.43479 -2.44191 3.86389 -0.006 -0.006 0.021 0.347
H -1.21863 -3.11962 3.56318 -0.047 0.076 -0.026 0.474
H -1.48791 -4.08179 1.13454 -0.011 0.015 0.028 0.022
H -1.05829 -5.45487 2.15154 -0.045 -0.048 -0.063 0.469
H -0.15202 -5.20814 0.66300 0.016 0.000 0.026 0.338
H 2.28522 -3.71384 2.98831 -0.022 0.033 0.018 0.293
H 2.01786 -5.04659 1.78154 -0.036 -0.022 0.005 0.348
H 1.40814 -5.16332 3.43531 0.069 -0.025 0.015 0.446
C -4.70996 0.23625 -0.30497 0.022 -0.015 -0.020 -0.862
N -3.55736 -0.63749 -0.09389 -0.039 0.051 0.045 0.284
C -3.78329 -2.06947 -0.22170 0.000 -0.004 0.014 -0.595
C -2.38907 -0.13275 0.22654 0.098 0.092 0.204 -0.073
O -1.37654 -0.82632 0.50724 -0.291 -0.553 -0.076 -0.177
H -5.46807 0.04222 0.45292 -0.002 -0.003 -0.003 0.339
H -5.13588 0.04566 -1.28954 -0.003 0.007 0.002 0.330
H -4.39797 1.27664 -0.24063 -0.009 0.003 -0.003 0.299
H -4.52178 -2.39445 0.51117 0.005 -0.006 0.005 0.370
H -2.84475 -2.59021 -0.06617 0.007 -0.011 -0.022 -0.147
H -4.15910 -2.28872 -1.22108 -0.011 0.001 0.008 0.338
H -2.34298 0.95710 0.25877 0.015 0.000 -0.081 0.058
C -1.46850 -0.04675 -4.37945 0.021 0.010 -0.003 -1.400
C -1.42722 0.75237 -3.09762 -0.003 0.000 0.045 -0.283
O -0.31713 0.39305 -2.23678 -0.104 -0.015 0.010 -0.105
H -2.33720 0.25679 -4.96516 0.001 -0.005 0.001 0.441
H -1.53989 -1.11647 -4.18867 -0.004 -0.018 0.025 0.263
H -0.58518 0.14199 -4.99174 0.018 -0.008 0.011 0.398
H -2.32345 0.58585 -2.49874 0.003 -0.026 0.000 0.139
H -1.36983 1.81992 -3.32231 -0.029 -0.001 0.004 0.490
H 0.49216 0.68441 -2.67160 0.018 0.004 -0.004 0.149
```
Forces are in eV/Å.

Results
- Highest occupied orbital energy: -0.479 hartree
- Net charge: +2
- E: -57035.289 eV
- HOMO-LUMO gap: 5.558 eV


A 6-piece molecular cluster, C27H42N7O overall. Source: the Open Molecules 2025 dataset; level of theory: the ωB97M-V functional and the def2-TZVPD basis.

XYZ file:
```
77
Properties=species:S:1:pos:R:3:forces:R:3:mulliken_charge:R:1
N 2.02998 0.66742 2.64644 0.283 -0.037 -0.100 -0.597
C 0.91399 -0.00190 1.99782 0.120 0.323 -0.014 -0.672
C 0.04873 0.88386 1.09092 0.240 -0.013 -0.160 -0.198
C 0.46844 1.07477 -0.37693 -0.153 -0.110 0.192 -0.814
C 0.81498 -0.16837 -1.18111 0.024 0.085 -0.031 0.051
C 2.26646 -0.63953 -1.02252 -0.181 0.142 -0.289 -0.779
O 2.33691 -2.04342 -1.00303 0.289 -0.146 -0.036 -0.405
C 1.61288 -2.54381 -2.11087 0.141 -0.137 0.214 -0.521
C 0.17489 -2.58322 -1.67714 -0.241 0.189 0.140 -0.502
N -0.11671 -1.31398 -0.88201 -0.190 -0.211 -0.119 -0.115
H 2.86648 0.69526 2.07335 -0.148 0.104 -0.056 0.218
H 1.80673 1.61640 2.91948 -0.008 -0.057 0.092 0.257
H 0.27663 -0.44865 2.75441 -0.149 0.025 0.254 0.382
H 1.34334 -0.83413 1.45848 0.116 -0.465 -0.220 0.055
H -0.98953 0.56037 1.13949 -0.232 -0.206 -0.051 0.001
H 0.04720 1.87338 1.53453 -0.194 0.252 0.095 0.577
H 1.32739 1.73735 -0.44665 0.195 0.085 0.010 0.306
H -0.33815 1.59261 -0.88694 -0.143 0.246 -0.048 0.250
H 0.63982 0.04578 -2.22886 -0.087 0.004 -0.251 0.402
H 2.82569 -0.22894 -1.86191 0.231 0.033 -0.165 0.475
H 2.71577 -0.24775 -0.12840 0.186 -0.054 0.492 0.326
H 1.93120 -3.55535 -2.32726 0.219 -0.137 -0.045 0.413
H 1.78779 -1.92256 -2.98574 0.001 0.053 -0.236 0.324
H 0.02921 -3.40881 -0.99620 -0.152 -0.162 0.178 0.358
H -0.53786 -2.67905 -2.48570 -0.158 0.142 -0.150 0.346
H -0.08255 -1.53743 0.11307 0.043 0.038 -0.021 0.473
H -1.07251 -1.01847 -1.07983 -0.091 -0.096 0.124 0.313
N -2.85612 2.75703 -0.26905 0.152 -0.005 0.002 0.083
C -3.33467 3.30115 0.89405 -0.101 -0.138 -0.055 -0.235
C -3.57513 4.62612 0.66567 0.140 0.096 -0.017 -0.437
C -3.19951 4.90096 -0.67974 -0.111 0.028 0.021 -0.557
C -2.76868 3.72898 -1.23441 -0.021 -0.073 0.049 -0.417
H -2.64161 1.78715 -0.39704 -0.111 -0.006 -0.019 0.162
H -3.49124 2.68251 1.76057 -0.054 0.005 0.007 0.159
H -3.97663 5.32544 1.37882 0.028 0.028 0.011 0.420
H -3.26401 5.84826 -1.18664 0.007 0.021 0.002 0.428
H -2.43374 3.50133 -2.23169 0.014 0.005 -0.016 0.388
N 3.46578 2.87879 -4.50786 0.048 -0.017 -0.021 -0.028
C 4.79474 2.91518 -4.82634 -0.023 -0.007 -0.033 -0.426
C 5.50190 2.45589 -3.74935 0.010 -0.003 0.052 -0.793
C 4.56273 2.13331 -2.73241 0.018 -0.043 -0.018 -0.086
C 3.31724 2.40522 -3.23353 -0.180 -0.050 0.018 -0.545
H 2.72002 3.16566 -5.11508 0.018 0.022 0.019 0.191
H 5.12560 3.26464 -5.78849 0.012 0.003 -0.014 0.397
H 6.57287 2.36877 -3.69104 0.017 -0.005 0.006 0.402
H 4.78434 1.75663 -1.74700 0.018 0.002 0.009 0.510
H 2.33842 2.31652 -2.79095 -0.011 0.062 0.020 0.413
N -4.99558 1.35286 3.66803 0.034 0.150 0.150 0.019
C -4.29678 0.22671 3.34369 0.245 0.162 -0.117 -0.933
C -5.19217 -0.71547 2.92848 -0.153 -0.155 -0.089 0.044
C -6.49099 -0.14216 3.02348 0.057 0.074 -0.012 -0.810
C -6.33555 1.13726 3.49219 0.128 -0.127 -0.196 -0.456
H -4.57455 2.20449 3.99252 -0.130 0.015 0.099 0.248
H -3.22315 0.19654 3.42518 0.014 -0.017 0.073 0.581
H -4.93798 -1.70643 2.59281 -0.097 -0.063 0.032 0.488
H -7.42539 -0.60811 2.76307 -0.019 -0.021 0.036 0.412
H -7.05616 1.91187 3.68568 -0.017 -0.003 0.033 0.404
N -3.89779 -3.76200 0.59049 0.086 0.006 0.002 0.034
C -3.67108 -2.63660 -0.15571 0.145 -0.032 0.183 -0.636
C -3.69474 -3.00358 -1.47594 0.185 0.000 -0.101 -0.561
C -3.94408 -4.40259 -1.52529 0.065 0.005 -0.109 -0.548
C -4.06603 -4.83871 -0.23528 0.005 0.086 0.073 -0.537
H -3.94553 -3.79565 1.59283 -0.043 0.010 0.009 0.214
H -3.53570 -1.67751 0.31602 -0.156 0.064 0.040 0.709
H -3.56405 -2.34191 -2.31624 -0.103 0.041 -0.066 0.519
H -4.03678 -5.01330 -2.40668 -0.016 -0.001 -0.018 0.418
H -4.26685 -5.81801 0.16211 -0.013 -0.017 0.000 0.431
N 4.78205 -1.20807 2.42601 -0.115 0.065 0.026 -0.007
C 6.11288 -1.04624 2.69602 -0.012 0.031 0.020 -0.571
C 6.82414 -1.67897 1.71387 0.017 -0.042 -0.016 -0.449
C 5.88625 -2.25532 0.81533 0.006 0.043 -0.051 -0.667
C 4.63496 -1.94757 1.27763 0.057 0.151 0.210 -0.548
H 4.03091 -0.85945 3.00163 0.079 -0.119 -0.015 0.325
H 6.44084 -0.50035 3.56331 0.013 0.011 0.011 0.403
H 7.89736 -1.73242 1.64984 0.011 -0.001 -0.004 0.411
H 6.10734 -2.83387 -0.06576 0.003 0.002 -0.014 0.414
H 3.66470 -2.19683 0.89531 -0.104 -0.135 -0.014 0.696
```
Forces are in eV/Å.

Results
- Highest occupied orbital energy: -0.378 hartree
- Net charge: +1
- E: -41150.399 eV
- HOMO-LUMO gap: 7.299 eV


C27H43AgGe2N5S2Te as an isolated structure. Source: the Open Molecules 2025 dataset; level of theory: the ωB97M-V functional and the def2-TZVPD basis.

XYZ file:
```
81
Properties=species:S:1:pos:R:3:forces:R:3:mulliken_charge:R:1
Ag 1.36477 -0.27705 0.06078 -0.051 -0.145 0.224 -0.273
C -2.73500 2.36201 0.17094 0.048 -0.019 0.060 -0.936
C -1.35420 1.78258 0.48522 0.009 -0.009 0.003 -0.469
Ge -1.23838 -0.15165 0.12286 -0.258 0.203 -0.096 -0.284
C -1.70292 -0.92555 -1.62228 0.039 0.009 -0.006 -0.471
C -3.12476 -0.56859 -2.05872 0.045 -0.033 0.013 -0.904
C -2.42171 -0.97116 1.43182 -0.156 -0.046 -0.005 0.155
C -1.81030 -1.74896 2.33709 0.010 0.112 -0.178 0.147
Ge 0.08750 -1.74330 1.84462 0.199 -0.191 0.331 0.199
C 1.20077 -0.85232 3.21676 -0.086 -0.053 0.095 -0.374
C 1.34854 -1.56876 4.56194 0.048 0.024 -0.075 -1.211
C 0.56006 -3.45823 0.99319 -0.125 -0.048 -0.010 -0.335
C 0.38632 -4.71023 1.85525 0.086 0.039 -0.027 -1.328
C -2.46507 -2.48185 3.44372 0.072 -0.035 0.035 0.431
C -3.83123 -2.34842 3.69879 -0.022 0.007 0.021 -0.574
C -4.43076 -3.04318 4.73484 -0.014 0.019 -0.020 -0.768
C -3.67952 -3.88805 5.54217 0.031 -0.004 -0.003 -0.498
C -2.32190 -4.03194 5.30320 -0.008 -0.006 0.010 -1.316
C -1.72584 -3.33299 4.26402 -0.043 0.043 -0.067 0.278
H -2.80321 3.39712 0.51266 -0.022 -0.002 -0.008 0.363
H -3.52432 1.79928 0.67404 -0.006 0.017 0.002 0.309
H -2.93950 2.34581 -0.89799 -0.003 0.003 -0.015 0.019
H -1.16296 1.86288 1.55939 0.070 -0.005 -0.014 0.387
H -0.56495 2.32625 -0.03308 -0.052 0.038 -0.040 0.401
H -1.61909 -2.00629 -1.47514 0.040 0.005 -0.012 0.398
H -0.97652 -0.63907 -2.38169 -0.025 0.016 -0.024 0.539
H -3.85676 -0.84239 -1.29569 -0.009 0.002 -0.011 0.310
H -3.38752 -1.09959 -2.97520 -0.021 0.001 0.007 0.365
H -3.22106 0.49759 -2.25971 -0.003 0.003 -0.006 -0.001
H -3.50023 -0.81265 1.42325 0.016 -0.010 0.037 0.458
H 0.70130 0.10820 3.37323 -0.025 -0.010 -0.030 0.444
H 2.17352 -0.63139 2.78183 0.055 -0.016 0.037 0.391
H 0.37993 -1.80057 5.00110 0.012 0.024 0.036 0.346
H 1.88468 -0.93588 5.27090 0.027 -0.019 -0.003 0.403
H 1.90963 -2.50130 4.46820 -0.031 -0.019 0.003 0.198
H 1.55940 -3.39434 0.57001 0.038 -0.003 0.033 0.385
H -0.12504 -3.51080 0.14162 -0.011 0.000 0.011 0.344
H 1.03865 -4.69867 2.73228 -0.010 -0.014 0.008 0.268
H 0.62730 -5.60523 1.27944 0.008 -0.005 0.014 0.418
H -0.63865 -4.81241 2.20899 -0.006 -0.013 -0.007 0.360
H -4.43469 -1.69259 3.08492 0.000 -0.003 0.012 0.348
H -5.49119 -2.92456 4.91578 0.004 -0.001 0.001 0.408
H -4.15149 -4.42884 6.35162 0.003 0.000 -0.001 0.403
H -1.72557 -4.68797 5.92408 -0.003 0.002 -0.001 0.389
H -0.66604 -3.45621 4.08057 0.003 -0.024 0.025 0.718
N 5.57157 -2.10239 0.65790 0.009 0.011 -0.026 -0.122
C 5.18522 -3.03648 1.58872 -0.012 0.002 0.003 -0.994
C 3.85138 -2.83760 1.77591 0.006 0.001 -0.031 -0.256
N 3.41460 -1.80761 0.98114 0.037 -0.061 -0.023 0.183
C 4.46720 -1.38771 0.32582 -0.004 0.039 0.026 -0.444
C 4.40140 -0.23978 -0.56169 0.042 0.075 0.053 0.615
N 3.30616 0.48038 -0.72453 0.040 -0.085 -0.085 0.079
C 3.64576 1.51620 -1.55861 -0.030 0.075 0.010 -0.143
C 4.95505 1.42027 -1.90103 0.018 -0.013 0.025 -0.553
N 5.42371 0.29970 -1.25560 0.011 -0.028 -0.038 -0.099
H 6.50754 -1.98452 0.31067 -0.001 -0.008 0.013 0.184
H 5.87750 -3.73713 2.01997 0.004 0.004 -0.009 0.447
H 3.18473 -3.37298 2.43059 -0.006 -0.003 -0.011 0.266
H 2.93773 2.26253 -1.86235 -0.036 -0.044 -0.007 0.212
H 5.57898 2.02439 -2.53386 -0.010 -0.009 -0.009 0.434
H 6.35790 -0.06377 -1.33082 0.006 0.025 0.014 0.200
C 3.26376 3.82737 -5.97203 0.035 -0.155 -0.004 -1.053
Te 1.94917 2.64344 -4.76336 0.069 0.370 -0.162 0.328
C 1.79777 4.21709 -3.31190 -0.064 0.004 -0.106 -1.191
H 2.77798 4.77236 -6.19881 -0.013 -0.010 -0.005 0.325
H 3.44112 3.28504 -6.89827 0.018 0.023 -0.002 0.308
H 4.20972 4.00095 -5.46578 -0.002 -0.004 0.002 0.301
H 2.71503 4.80254 -3.34252 0.013 -0.035 0.024 0.434
H 1.64627 3.79985 -2.32098 -0.017 0.016 0.012 0.286
H 0.94601 4.84864 -3.54974 0.025 0.025 -0.024 0.322
S -0.92478 2.19749 -2.94113 -0.010 -0.122 0.035 -0.147
C -2.16045 3.14561 -3.47800 -0.056 0.122 -0.034 0.053
N -2.40697 4.40641 -3.09343 -0.011 0.024 -0.019 -0.187
C -3.38297 5.16627 -3.86317 -0.004 -0.020 0.023 -0.653
C -4.34709 4.12848 -4.42682 -0.007 -0.048 -0.019 -0.516
S -3.34650 2.62460 -4.64973 0.054 -0.007 0.001 -0.068
H -1.73062 4.86359 -2.50201 0.005 -0.026 0.015 0.274
H -2.88675 5.71688 -4.66643 0.012 -0.010 -0.013 0.289
H -3.89855 5.87476 -3.21702 0.003 0.018 -0.013 0.346
H -4.75909 4.43267 -5.38511 -0.012 0.016 0.009 0.411
H -5.16152 3.91375 -3.73760 0.011 0.004 0.021 0.288
```
Forces are in eV/Å.

Results
- Highest occupied orbital energy: -0.348 hartree
- Net charge: +1
- E: -182136.258 eV
- HOMO-LUMO gap: 7.370 eV